This record from the OMol25 dataset describes 2 unconnected molecules or ions with the total composition C2H3F2I. The level of theory is the ωB97M-V functional and the def2-TZVPD basis.

Last column: Mulliken charge in e.
CARTESIAN COORDINATES (ANGSTROEM)
C  -0.9334  -0.4389  1.3850  -0.8557
C  1.1863  0.2064  -2.1525  0.0529
F  1.3738  1.4735  -2.2146  -0.0540
F  2.0364  -0.2761  -1.3311  -0.0701
I  -1.1656  0.9110  -0.3541  0.0390
H  0.0856  -0.3618  1.6936  0.2744
H  -1.5448  -0.1995  2.1802  0.3453
H  -1.0381  -1.3147  0.7935  0.2682

Cartesian forces (eV/Å) of the 2 atoms listed first:
C 1.6 0.7 -2.6
C -1.4 -1.1 -1.6

The value obtained for the orbital gap is 9.448 eV. The value obtained for the energy relative to the best compared isomer or geometry (same formula, charge and spin) is 2.775 eV. As for the net charge: 0. For the lowest unoccupied orbital energy, the calculation gives 0.1775 eV.


This record from the OMol25 dataset describes a single C20H23N5OS molecule. The level of theory is the ωB97M-V functional and the def2-TZVPD basis.

Last column: Mulliken charge in e.
CARTESIAN COORDINATES (ANGSTROEM)
C  -4.1815  -0.0462  2.9706  -1.5874
C  -3.9423  -0.0645  1.4911  0.7320
C  -2.8809  0.6493  0.9514  -0.7540
C  -2.6699  0.6546  -0.4202  0.7000
C  -3.5276  -0.0618  -1.2523  -0.9681
C  -4.5898  -0.7765  -0.7261  0.7110
C  -4.7880  -0.7707  0.6493  -0.6723
H  -5.6158  -1.3266  1.0661  0.4137
C  -5.5149  -1.5523  -1.6152  -1.5409
H  -6.5465  -1.2461  -1.4487  0.3554
H  -5.4450  -2.6170  -1.3946  0.3316
H  -5.2712  -1.3999  -2.6636  0.3394
H  -3.3605  -0.0578  -2.3214  0.2643
N  -1.6171  1.3510  -1.0267  -0.0490
C  -0.6709  2.1511  -0.4478  0.6325
O  -0.5659  2.3666  0.7435  -0.7296
N  0.1493  2.7576  -1.3718  -0.2624
H  0.2255  2.3511  -2.2919  0.2609
C  1.3500  3.4372  -0.9179  -1.0744
C  2.4621  2.4653  -0.7143  0.6827
N  3.1255  1.8897  -1.6801  -0.8419
N  3.9939  1.0234  -1.1420  -0.2720
C  3.8400  1.0736  0.1550  0.5829
N  2.8724  1.9738  0.4937  0.1663
C  2.3997  2.2988  1.8092  -0.7733
H  1.3113  2.3803  1.7926  0.2700
H  2.8360  3.2400  2.1504  0.2768
H  2.6985  1.5026  2.4902  0.3350
S  4.7041  0.1265  1.3246  -0.2210
C  5.0881  -1.3167  0.2537  -1.1446
C  3.8248  -2.0268  -0.1035  0.5767
C  3.2857  -1.9073  -1.3782  -0.1670
C  2.0814  -2.5177  -1.6831  -0.6548
C  1.4062  -3.2497  -0.7217  -0.4129
C  1.9413  -3.3750  0.5499  -0.5756
C  3.1428  -2.7648  0.8579  -0.3776
H  3.5551  -2.8488  1.8538  0.3547
H  1.4182  -3.9445  1.3040  0.3909
H  0.4632  -3.7196  -0.9599  0.4050
H  1.6678  -2.4166  -2.6760  0.3976
H  3.8036  -1.3208  -2.1216  0.3726
H  5.6047  -0.9270  -0.6208  0.4078
H  5.7550  -1.9320  0.8571  0.5188
H  1.1083  3.9463  0.0164  0.3993
H  1.6370  4.1656  -1.6788  0.3688
H  -1.5989  1.2781  -2.0342  0.1714
H  -2.2186  1.2045  1.5933  0.6150
H  -4.8730  0.7579  3.2240  0.2938
H  -3.2535  0.1259  3.5096  0.3660
H  -4.6196  -0.9839  3.3052  0.3860

Cartesian forces (eV/Å) of the 2 atoms listed first:
C 0.0 0.1 0.0
C -0.1 -0.1 -0.2

The value obtained for the orbital gap is 8.854 eV. The value obtained for the energy relative to the best compared isomer or geometry (same formula, charge and spin) is 0.000 eV. As for the net charge: 0. For the lowest unoccupied orbital energy, the calculation gives 0.5919 eV. The SMILES is Cc1cc(C)cc(NC(=O)NCc2nnc(SCc3ccccc3)n2C)c1.


This record from the OMol25 dataset describes a molecular structure, C3H2FLiO2Tb. The level of theory is the ωB97M-V functional and the def2-TZVPD basis.

Last column: Mulliken charge in e.
CARTESIAN COORDINATES (ANGSTROEM)
C  1.6354  0.1312  -0.9535  -0.5593
C  0.7967  -0.3089  -0.0203  0.8270
H  1.2739  0.7033  -1.8055  0.3697
H  2.7083  0.0036  -0.8259  0.3546
F  1.3062  -0.8235  1.0917  -0.0580
O  -1.2677  -0.6431  1.7995  -0.3745
C  -1.5404  -0.6899  0.6321  -0.2311
O  -0.5160  0.0285  -0.1039  -0.3331
Tb  -4.0320  -0.5426  -0.1330  2.0478
Li  -0.3645  2.1414  0.3188  0.9569

Cartesian forces (eV/Å) of the 2 atoms listed first:
C 2.5 1.0 -2.7
C -2.1 -0.5 3.9

The multiplicity is 7. The value obtained for the orbital gap (alpha / beta) is 8.963 / 5.688 eV. As for the net charge: +3. For the lowest unoccupied orbital energy (alpha / beta), the calculation gives -13.2128 / -15.7419 eV. Its expectation value of S² is 13.02.


This record from the OMol25 dataset describes a molecular structure, C21H36MnP2Se. The level of theory is the ωB97M-V functional and the def2-TZVPD basis.

Last column: Mulliken charge in e.
CARTESIAN COORDINATES (ANGSTROEM)
P  0.2542  -1.4017  -2.3044  0.4834
P  1.6776  -1.0386  1.1948  1.3691
C  1.7232  -2.2374  -1.4151  -1.0119
C  1.2752  -2.3814  0.0348  -1.0458
H  2.6544  -1.6904  -1.5947  0.6970
H  1.8108  -3.2155  -1.8839  0.4710
H  0.1684  -2.4728  0.0567  0.4126
H  1.6769  -3.2675  0.5469  0.7127
C  3.1795  -0.2989  0.4881  -1.2087
H  3.6838  0.4508  1.1131  0.4334
H  2.9336  0.2244  -0.4505  0.2085
H  3.9029  -1.1029  0.2690  0.4554
C  1.9474  -1.8044  2.9057  -0.8505
H  1.9435  -2.8934  2.9228  0.5146
H  1.1521  -1.5483  3.6724  0.0896
H  2.9410  -1.4723  3.2074  0.4678
C  0.9206  -1.7340  -4.0281  -1.6365
H  0.2049  -1.2997  -4.7233  0.4316
H  1.0049  -2.7874  -4.2954  0.4938
H  1.8949  -1.2816  -4.2321  0.4299
C  -0.5878  -3.1925  -2.5469  -1.5494
H  -0.9287  -3.6133  -1.5936  0.3894
H  0.0911  -3.9298  -2.9978  0.5326
H  -1.4533  -3.1397  -3.2253  0.4547
Mn  0.3826  -0.2788  2.6053  -0.1800
C  0.1739  1.5600  -2.0397  -1.5664
C  0.7661  0.5747  -2.8830  0.3116
C  0.4031  1.1334  -4.2901  -1.1995
C  -1.1570  1.2599  -4.2966  -0.5128
C  -1.7781  -0.0199  -4.0513  -0.8509
C  -1.7255  -0.6749  -2.8067  -0.2876
C  -1.9334  0.0373  -1.4779  -1.0412
C  -0.9611  1.2109  -1.1225  0.1609
C  -1.5794  -0.4323  2.7689  -1.1294
H  0.8223  2.4056  -1.6889  0.3672
H  1.8662  0.4214  -2.7308  0.9963
H  0.7239  0.5131  -5.1286  0.4186
H  0.8940  2.1173  -4.3501  0.4196
H  -1.4265  2.0011  -3.5262  0.3402
H  -1.4373  1.6560  -5.2774  0.5120
H  -2.4409  -0.3758  -4.8383  0.3925
H  -2.3516  -1.5760  -2.8602  1.2011
H  -1.8849  -0.7253  -0.6925  0.3074
H  -2.9731  0.3665  -1.3875  0.5092
H  -1.5752  2.1223  -1.0821  0.5693
H  -0.6007  0.9750  -0.0855  -0.4433
H  -1.9104  -0.3922  3.8121  0.4068
H  -1.9579  -1.3725  2.3403  0.3494
H  -1.8470  0.4608  2.1706  0.2975
Se  1.4586  1.8288  3.2065  -0.1801
C  0.2441  2.5327  4.5004  0.4688
C  -0.3838  3.7899  4.2498  -0.6505
C  -1.5720  4.0880  4.9394  -0.3107
C  -2.1043  3.1912  5.9010  -0.5610
C  -1.3977  2.0226  6.1878  -0.3237
C  -0.2073  1.6848  5.5471  -0.5985
H  0.0630  4.4686  3.5239  0.4021
H  -2.0714  5.0383  4.7153  0.3715
H  -3.0606  3.4315  6.3753  0.3958
H  -1.8562  1.3150  6.8631  0.4060
H  0.3248  0.7692  5.7886  0.4872

Cartesian forces (eV/Å) of the 2 atoms listed first:
P 1.8 -2.5 -5.0
P 1.8 -0.5 -1.1

The multiplicity is 4. The value obtained for the orbital gap (alpha / beta) is 5.488 / 5.803 eV. As for the net charge: +2. For the lowest unoccupied orbital energy (alpha / beta), the calculation gives -7.6667 / -7.5540 eV. Its expectation value of S² is 4.09.


This record from the OMol25 dataset describes a single C15H24N2O2 molecule. The level of theory is the ωB97M-V functional and the def2-TZVPD basis.

Last column: Mulliken charge in e.
CARTESIAN COORDINATES (ANGSTROEM)
C  -2.3809  -0.2631  -2.0982  -0.4664
H  -1.2853  -0.4479  -2.5937  0.1424
C  -2.5535  -1.1522  -1.0765  -0.9616
H  -2.5880  -2.2960  -1.4547  0.3036
H  -3.7018  -1.2726  -0.8230  0.4229
C  -1.7615  -1.1893  0.1631  2.7328
C  -0.4511  -1.5240  -0.2107  -0.5094
C  0.7221  -1.5945  -0.9116  -0.3928
C  2.0830  -1.7071  -1.2942  -1.1121
N  3.0190  -0.7237  -0.6662  -0.1716
C  2.5168  0.8475  -1.0799  -0.7379
C  3.4914  1.7622  -0.6908  -0.4461
O  3.7212  1.4530  0.7031  -0.4240
C  4.0825  0.4347  1.2900  -0.4267
C  3.0396  -0.7195  0.6665  -0.3097
H  3.3090  -1.7262  1.2422  0.3198
H  2.1045  -0.6497  1.3028  0.0507
H  4.0680  0.3388  2.4237  0.2889
H  5.1594  0.1926  0.7927  0.2867
H  3.2632  2.7276  -0.7345  0.3321
H  4.5311  1.4430  -1.1272  0.3390
H  2.4383  0.7623  -2.0350  0.6894
H  1.5681  1.0272  -0.6647  0.2127
H  2.4772  -2.6441  -0.6925  0.3500
H  2.1980  -1.5171  -2.5336  0.2653
C  -1.9660  -2.0285  1.2714  -1.6704
C  -1.8703  -3.7125  0.9429  -2.0132
H  -1.9913  -3.9652  1.8087  0.7247
H  -0.9614  -3.7541  0.6713  0.5242
H  -2.5720  -3.8864  0.2725  0.4633
H  -3.0687  -1.7578  1.5469  0.3427
H  -1.4179  -1.8220  1.9865  0.9081
O  -1.5663  0.2930  0.5917  -0.3522
C  -2.7148  0.6939  1.2184  -0.8056
C  -2.4838  2.2710  1.2927  -0.6477
C  -2.5990  3.1270  0.0253  0.2536
N  -2.7878  3.3767  -1.2219  -0.5135
H  -1.4239  2.5401  1.8768  0.2666
H  -3.1598  2.8506  2.0100  0.4327
H  -2.8798  0.5712  2.3674  0.2546
H  -3.5601  0.5366  0.8864  0.8039
H  -2.6167  0.8371  -1.5923  -0.0677
H  -3.2621  -0.4329  -2.9468  0.3177

Cartesian forces (eV/Å) of the 2 atoms listed first:
C 0.3 5.1 -5.1
H -2.6 1.2 1.0

The value obtained for the orbital gap is 9.073 eV. The value obtained for the energy relative to the best compared isomer or geometry (same formula, charge and spin) is 19.848 eV. As for the net charge: 0. For the lowest unoccupied orbital energy, the calculation gives 0.6151 eV. The SMILES is CCC(C#CCN1CCOCC1)(CC)OCCC#N.


For each record above, in turn, the calculated calculated total energy values are -15655.3811, -41447.8047, -32559.2967, -137579.2521, -23002.6765 eV.
For each record above, in turn, the calculated M values are 191.95, 381.50, 254.91, 484.36, 264.37 g/mol.